Entry 1:
49
Properties=species:S:1:pos:R:3:lowdin_charge:R:1 method="wB97M-V/def2-TZVPD" gap_ev=8.68 smiles=Cc1cc(C)c2nc(C(F)(F)F)nc(NCCCN3CCOCC3)c2c1 mol_weight_g_mol=368.40 total_charge=0 e_tot_ev=-35200.8833
F -1.6011 -1.3693 -4.3672 0.14
F -1.4070 -2.6077 -2.6201 0.13
F 0.0656 -2.7141 -4.1825 0.14
O -2.7477 -3.0532 4.0454 -0.13
N -2.0193 -0.6170 2.8192 -0.18
N -0.6643 0.0071 -2.0233 0.20
N 1.3536 -0.7192 -3.0253 0.20
N -0.7909 1.7747 -0.5980 0.06
C -3.3931 -0.8670 3.2140 -0.17
C 2.1237 2.1803 -0.8859 0.01
C 4.0916 -0.5935 -3.5217 -0.04
C 4.1124 1.3719 -1.9554 0.01
C 3.4270 0.3747 -2.6017 -0.19
C -1.3935 -1.8645 2.4183 -0.17
C -3.3787 -1.8436 4.3920 -0.20
C 4.2939 3.3477 -0.4283 -0.05
C 1.3768 1.1769 -1.5227 -0.06
C -0.0394 0.9808 -1.3732 -0.25
C 0.0763 -0.7754 -2.8044 -0.25
C -2.4657 0.3174 0.5027 -0.17
C -2.2008 1.5323 -0.3901 -0.18
C -0.7057 -1.8676 -3.4970 -0.57
C 2.0322 0.2675 -2.3877 -0.16
C -1.4279 -2.8197 3.6132 -0.20
C 3.4780 2.2839 -1.0952 -0.26
C -1.8365 0.4807 1.8954 -0.20
H 3.6846 -0.4858 -4.5253 0.09
H -1.0174 -3.7938 3.3429 0.12
H -2.6531 1.3520 -1.3682 0.12
H -2.8511 -1.3768 5.2377 0.13
H -0.7557 0.6200 1.7875 0.12
H -0.3576 -1.6696 2.1333 0.13
H -3.8536 0.0740 3.5221 0.13
H 1.6378 2.8868 -0.2273 0.11
H -2.0557 -0.5633 0.0086 0.10
H -0.8387 -2.3867 4.4360 0.13
H -3.5447 0.1912 0.5950 0.11
H -2.6328 2.4333 0.0502 0.12
H 3.6764 3.9799 0.2045 0.07
H 5.1784 1.4672 -2.1087 0.12
H 4.7806 3.9724 -1.1761 0.08
H 5.1662 -0.4342 -3.5484 0.08
H -0.3297 2.4427 -0.0044 0.13
H -2.2489 1.3752 2.3754 0.12
H -4.3946 -2.1037 4.6941 0.12
H -1.9144 -2.3399 1.5710 0.13
H 3.8791 -1.6114 -3.2026 0.08
H 5.0734 2.8963 0.1841 0.08
H -3.9882 -1.3098 2.3978 0.13

Entry 2:
112
Properties=species:S:1:pos:R:3:lowdin_charge:R:1 method="wB97M-V/def2-TZVPD" multiplicity=4 gap_ev="6.38 / 7.68" mol_weight_g_mol=1059.50 s_squared=3.788 total_charge=+1 e_tot_ev=-112781.6668
I 0.0502 3.7608 -0.5824 1.00
I 0.1851 2.4328 3.0968 0.60
V 0.8141 0.6129 1.2751 0.63
P -1.7184 -0.1614 -1.5521 0.57
O -0.5632 0.3284 -0.7214 -0.36
N 0.0539 -1.9783 2.2098 0.03
N -2.0708 -1.7181 -1.1130 -0.15
N 2.3392 -1.2411 2.9119 0.05
N 2.3126 0.0757 2.5688 -0.05
N 1.9563 -0.7181 0.0520 0.03
N -0.4591 -0.7382 1.9595 -0.02
N 1.9944 -1.9801 0.5803 0.04
N -3.1098 0.7047 -1.4103 -0.17
N -1.2703 -0.0493 -3.1336 -0.18
C -1.7822 -0.8001 2.2014 -0.20
C -4.5922 1.3792 3.3562 -0.07
C -3.1486 -2.5449 -1.7053 -0.19
C 0.5770 5.2769 0.6615 -0.55
C -2.1650 -0.3302 -4.2589 -0.20
C 3.8620 2.8535 4.3161 -0.04
C -2.5231 1.5147 1.5139 -0.18
C -1.4176 -3.9712 -0.8679 -0.16
C -4.4809 2.5990 -1.6924 -0.15
C -2.5273 -3.9268 -1.9096 -0.15
C -0.8663 -2.5580 -0.9245 -0.19
C 2.5973 -2.8220 -0.2691 -0.25
C 2.8138 1.6769 -1.5031 -0.09
C 3.9319 4.0902 1.8291 -0.07
C -2.1135 -2.1061 2.5479 0.05
C 3.3535 0.1768 -3.2834 -0.04
C -5.3681 1.3653 -1.7828 -0.15
C 4.1920 4.8255 2.9774 -0.07
C 2.5941 -0.7817 -1.1265 -0.21
C 3.5847 2.5494 -3.5999 -0.06
C -4.3903 2.5442 2.6273 -0.06
C 3.1432 2.7599 -2.3037 -0.10
C 3.6880 1.2516 -4.0868 -0.06
C 3.6301 2.7427 1.9308 -0.07
C -4.4987 0.2396 -1.2136 -0.17
C 3.5656 -2.8007 4.4146 0.00
C 0.1107 0.1634 -3.5900 -0.18
C 3.5811 2.1150 3.1702 -0.25
C -2.6961 0.3534 2.2573 -0.19
C 2.9957 -2.0946 -1.3722 0.05
C -3.3526 2.6078 1.7113 -0.10
C -1.4083 0.2474 -5.4491 -0.16
C -3.7443 0.2997 3.1817 -0.02
C -0.6973 -4.2556 2.8828 0.00
C 2.7832 -4.2735 0.0167 0.00
C -0.9293 -2.8206 2.5507 -0.26
C 3.2802 -1.4527 3.8469 -0.24
C 3.8820 -0.2383 4.1202 0.06
C -3.1076 2.0447 -2.0327 -0.20
C 4.1590 4.2036 4.2188 -0.06
C 0.0415 -0.0773 -5.0990 -0.15
C 2.9071 0.3777 -1.9759 -0.18
C 3.2629 0.6875 3.2844 -0.25
B 1.5609 -2.2433 2.0445 -0.50
H 4.3606 4.7727 5.1148 0.11
H -3.1425 0.1320 -4.1077 0.11
H 3.9728 4.5624 0.8562 0.11
H -5.0318 3.4009 2.7839 0.11
H 0.7939 -0.5234 -3.0946 0.09
H 3.8096 2.3805 5.2875 0.12
H -3.2629 -4.7211 -1.7968 0.12
H -0.1714 -2.4575 -1.7700 0.12
H 0.6478 5.0518 1.7112 -0.10
H -3.9932 -2.5940 -1.0157 0.11
H -1.7303 -0.1822 -6.3963 0.12
H 0.6362 6.2660 0.2457 -0.04
H 4.0285 1.0777 -5.0985 0.11
H -1.7390 1.5756 0.7723 0.01
H 2.6634 -3.2616 4.8140 0.09
H 4.2901 -2.7081 5.2198 0.09
H -0.1210 -4.3562 3.8019 0.09
H 3.8487 3.3890 -4.2275 0.11
H 3.4187 -4.4301 0.8874 0.09
H 3.4241 -0.8243 -3.6850 0.11
H -5.3904 1.3222 4.0829 0.11
H -4.7791 3.4032 -2.3621 0.12
H -3.1688 3.5185 1.1582 0.10
H -3.0922 -2.4860 2.7743 0.12
H 4.6950 -0.0535 4.7985 0.13
H -4.4893 2.9770 -0.6706 0.09
H -3.5101 -2.1394 -2.6496 0.09
H -4.7020 -0.6917 -1.7346 0.08
H -2.9833 1.9714 -3.1180 0.10
H -0.3416 -2.2602 -0.0263 0.08
H -4.6885 0.0819 -0.1482 0.12
H 3.0575 3.7644 -1.9121 0.09
H -1.6544 -4.7530 3.0243 0.09
H 0.7617 0.5317 -5.6419 0.11
H 2.4777 1.8555 -0.4875 0.03
H 3.4701 2.1583 1.0291 0.08
H 4.4277 5.8779 2.9055 0.11
H -1.8320 -4.1720 0.1226 0.11
H -1.5553 1.3287 -5.4929 0.12
H 1.8299 -4.7656 0.2085 0.08
H 1.8110 -3.3626 2.3584 0.12
H -0.1539 -4.7699 2.0919 0.08
H -6.2978 1.4728 -1.2273 0.12
H 3.2512 -4.7548 -0.8389 0.09
H -0.6575 -4.7208 -1.0863 0.11
H -2.0982 -4.0047 -2.9111 0.11
H -2.3195 -1.4056 -4.3987 0.11
H 0.4398 1.1810 -3.3616 0.12
H -5.6233 1.1520 -2.8230 0.11
H -2.2927 2.6520 -1.6448 0.01
H 3.5520 -2.4631 -2.2135 0.12
H -3.8735 -0.5782 3.7989 0.11
H 3.9781 -3.4700 3.6608 0.08
H 0.2471 -1.1262 -5.3242 0.12

Entry 3:
53
Properties=species:S:1:pos:R:3:lowdin_charge:R:1 method="wB97M-V/def2-TZVPD" multiplicity=8 gap_ev="6.24 / 6.86" mol_weight_g_mol=721.53 s_squared=15.767 total_charge=-2 e_tot_ev=-170355.9694
Co -1.4265 -0.3762 -1.4178 0.79
Cr 2.3764 -0.0201 1.2452 0.72
Cl 4.8067 1.1161 -1.1386 0.67
Cl 0.5466 -1.8778 3.5808 0.67
Cl -0.3127 0.7473 -4.4353 0.68
Cl -0.4637 -3.5194 -1.8474 0.70
O -4.0981 1.7310 -2.2355 0.14
O -0.2218 -2.5399 2.5649 -0.34
O 4.2353 1.4531 -2.4017 -0.32
O 2.2146 2.2630 2.1123 0.02
O 5.7019 2.1555 -0.6889 -0.37
O 1.0087 3.8136 3.0102 0.07
O 3.7133 1.0400 -0.1507 -0.45
O -1.0045 0.7725 -3.1182 -0.44
O -0.7416 -0.4307 -5.1343 -0.33
O 1.0918 0.7411 -4.1935 -0.30
O -0.3142 -1.5654 4.7042 -0.37
O -0.8993 -4.2008 -3.0380 -0.34
O -0.7193 1.9288 -5.1352 -0.34
O -2.4584 -1.5131 0.0569 -0.01
O -1.3862 -3.7721 -0.7650 -0.36
O -2.6547 1.2480 -0.7136 -0.01
O 1.0353 -0.5979 3.0473 -0.42
O 0.8622 -3.8978 -1.5154 -0.28
O 1.6582 -2.6636 4.0154 -0.31
O -4.4366 -0.8500 0.5885 0.07
O -0.4969 -2.0694 -2.1295 -0.40
O 5.4986 -0.1346 -1.1749 -0.32
N -3.3857 -1.4069 0.8385 -0.35
N 1.5690 3.2896 2.0683 -0.41
N -3.7323 1.6957 -1.1004 -0.39
C -3.2165 -2.1460 2.1208 0.09
C -4.6227 2.2489 -0.0296 0.07
C 1.5370 3.9827 0.7494 0.07
B 3.1934 -2.1406 0.6320 -0.39
B 0.4090 0.2664 -0.0850 -0.38
H 3.6168 -3.2084 0.9658 -0.01
H 0.7326 0.9210 0.8421 -0.01
H 3.3231 -2.0273 -0.5523 0.00
H -4.4949 1.6186 0.8407 0.08
H -0.1943 0.9716 -0.8327 0.00
H -0.2786 -0.6703 0.1666 0.02
H -4.2949 3.2786 0.0731 0.11
H 1.3778 -0.1323 -0.6360 0.03
H 2.3961 4.6475 0.7140 0.11
H -4.1629 -2.0800 2.6446 0.09
H -3.0111 -3.1729 1.8292 0.12
H 1.5155 3.2263 -0.0279 0.10
H 2.0713 -1.9238 0.9296 -0.05
H 3.8664 -1.3022 1.1790 -0.03
H -2.3635 -1.7162 2.6389 0.09
H 0.6619 4.6262 0.7665 0.09
H -5.6278 2.1726 -0.4274 0.10

Entry 4:
20
Properties=species:S:1:pos:R:3:lowdin_charge:R:1 method="wB97M-V/def2-TZVPD" multiplicity=3 gap_ev="6.37 / 8.33" mol_weight_g_mol=101.17 s_squared=2.007 total_charge=+1 e_tot_ev=-8363.2682
N -0.9936 0.5561 -0.8367 0.05
N -2.5624 -0.3958 0.8520 0.05
C 0.2458 0.8509 -0.1591 -0.06
C 2.3799 0.3497 0.9735 -0.04
C 1.3471 0.0545 -0.0855 -0.31
C 1.5249 -1.1435 -0.9798 -0.04
C -2.3449 0.7078 0.0676 -0.15
H 2.5121 -1.3793 -1.3834 0.10
H 3.4495 0.5012 0.4820 0.15
H -2.1807 -0.8710 1.6192 0.09
H -1.0963 1.0928 -1.6821 0.16
H -2.9996 -1.1769 0.3364 0.12
H -1.0403 -0.4926 -1.2026 0.21
H 1.4539 -1.9822 -0.3171 0.09
H 1.9850 1.1000 1.5546 0.03
H 2.5203 -0.4400 1.7972 0.12
H -2.0357 1.4400 0.8211 0.14
H 0.8780 -1.1023 -1.7976 0.04
H -3.1021 0.6974 -0.6841 0.13
H 0.0592 1.6332 0.6243 0.14